# 1
DFT (ωB97M-V/def2-TZVPD) results for a molecular structure, C51H34Cl4F5N3O5PTi.

```
104
Properties=species:S:1:pos:R:3:forces:R:3
Ti 1.571896 -0.666580 -0.102350 -0.16 -0.07 -0.02
Cl 7.804729 -4.515000 0.189381 0.00 0.00 0.00
C 6.455637 -3.461985 -0.030447 -0.01 -0.02 0.01
C 6.618475 -2.308423 -0.815618 -0.01 0.03 -0.01
C 5.576777 -1.436193 -1.017873 0.00 -0.09 -0.03
Cl 5.769015 -0.026223 -1.979159 0.00 0.02 -0.01
C 4.323241 -1.699303 -0.440846 -0.01 0.02 0.13
O 3.326873 -0.876337 -0.612039 0.03 0.01 -0.21
C 4.173041 -2.856370 0.347749 -0.01 0.02 0.01
C 2.938441 -3.083581 0.990500 0.03 0.07 0.02
O 1.914256 -2.364523 0.880606 -0.01 0.10 -0.04
C 5.252072 -3.740830 0.552296 0.03 0.00 0.00
H 7.579807 -2.102473 -1.266686 0.00 0.00 0.00
H 2.841991 -3.958217 1.638377 0.02 0.03 0.04
H 5.125806 -4.621753 1.167634 0.00 0.00 0.00
Cl 2.062720 2.080399 -1.647101 0.02 0.00 0.11
C 1.177441 3.334839 -0.824666 0.03 0.02 -0.07
C 1.496878 4.634070 -1.198709 0.00 -0.01 -0.01
C 0.798515 5.697518 -0.658555 -0.01 0.00 0.01
C -0.236704 5.458348 0.234558 0.01 0.00 -0.01
C -0.539689 4.159878 0.597292 0.00 0.00 -0.01
C 0.179992 3.061255 0.106347 -0.04 0.06 0.04
P -0.288279 1.397897 0.715895 0.04 0.04 -0.01
C -2.117359 1.560086 0.649456 -0.03 -0.05 0.02
C -2.740194 2.044650 -0.503374 0.00 0.00 0.00
C -4.118344 2.175688 -0.555529 0.00 -0.01 0.00
C -4.900209 1.813141 0.534633 0.00 -0.02 -0.01
C -4.294259 1.327123 1.682218 0.01 0.00 0.00
C -2.910674 1.208879 1.741647 -0.01 -0.01 0.00
C 0.034671 1.412909 2.523315 -0.04 0.02 0.02
C 0.137525 2.562861 3.299885 0.06 0.00 -0.01
C 0.376177 2.474569 4.664880 0.00 0.00 0.00
C 0.509984 1.238275 5.276733 0.01 0.01 0.00
C 0.421987 0.083430 4.513178 0.01 -0.01 -0.01
C 0.194180 0.175072 3.149304 -0.01 0.00 0.01
H 2.281628 4.794878 -1.924799 0.00 0.00 0.00
H 1.048429 6.707806 -0.953211 0.00 0.00 0.00
H -0.813247 6.278675 0.639633 0.00 0.00 0.00
H -1.371670 3.984144 1.266632 0.00 0.00 0.01
H -2.149294 2.348865 -1.356543 0.02 0.00 -0.01
H -4.584384 2.564563 -1.451655 0.00 0.00 0.00
H -5.976525 1.913675 0.489127 0.00 0.00 0.00
H -4.894111 1.048720 2.539291 0.00 0.00 0.00
H -2.451163 0.864167 2.661195 0.00 0.01 0.00
H 0.063677 3.542105 2.851556 0.00 0.00 0.00
H 0.464338 3.380991 5.249208 0.00 0.00 0.00
H 0.695699 1.174678 6.340579 0.00 0.00 0.00
H 0.549095 -0.888070 4.972223 0.00 0.00 0.00
H 0.170948 -0.746232 2.575149 0.00 -0.01 -0.03
C -3.757108 -1.601163 -5.322228 0.02 -0.02 0.00
C -4.177727 -1.949723 -3.921056 0.00 -0.02 -0.01
C -4.823486 -3.149976 -3.644916 0.00 -0.01 0.01
C -5.233127 -3.467963 -2.359139 0.02 -0.01 -0.01
C -5.023325 -2.574617 -1.317354 -0.01 -0.02 0.01
N -5.463478 -2.951108 -0.017030 0.01 0.07 -0.01
C -5.004060 -2.509766 1.199297 0.04 -0.09 -0.01
O -5.712929 -2.429879 2.178113 -0.03 0.05 -0.01
N -3.657105 -2.166234 1.294707 0.01 -0.08 0.06
C -2.566564 -2.558299 0.526912 0.02 0.07 -0.05
C -2.518689 -3.696514 -0.267390 -0.01 0.01 0.04
C -1.379301 -3.922718 -1.018673 0.03 -0.01 -0.03
C -0.326876 -3.033836 -0.962592 0.04 -0.02 0.03
N -0.353880 -1.943841 -0.180451 0.10 0.07 0.03
C -1.445896 -1.732236 0.549326 -0.05 0.00 -0.08
C -4.400582 -1.359144 -1.578539 -0.04 -0.02 0.00
C -3.970225 -1.066871 -2.863013 0.02 0.03 0.00
H -3.774682 -2.478649 -5.967153 0.00 0.00 0.00
H -2.752922 -1.179181 -5.345838 -0.04 0.00 -0.01
H -4.431171 -0.859301 -5.754596 0.01 0.01 0.00
H -5.004873 -3.854829 -4.447274 0.00 0.00 0.00
H -5.716947 -4.417010 -2.160015 0.00 0.00 0.00
H -6.407414 -3.301651 0.053534 -0.01 0.04 0.00
H -3.463773 -1.668876 2.150139 -0.02 0.01 -0.01
H -3.352523 -4.382059 -0.301623 0.01 0.00 0.01
H -1.305050 -4.792485 -1.655942 0.00 0.00 0.00
H 0.564165 -3.195906 -1.551027 0.00 -0.02 0.00
H -1.471487 -0.854396 1.173016 0.00 0.00 0.01
H -4.254082 -0.639002 -0.784953 0.01 0.03 0.04
H -3.477512 -0.117743 -3.047173 -0.01 0.00 0.00
Cl 5.296620 5.619650 4.341105 0.00 0.00 0.00
C 4.696394 4.156953 3.637008 0.00 0.01 0.01
C 4.100853 4.202465 2.385001 0.00 0.00 0.00
C 3.604843 3.034046 1.834103 -0.03 -0.02 0.00
C 3.720359 1.831224 2.521408 -0.06 0.00 0.12
C 4.336593 1.799813 3.768688 0.03 0.00 -0.02
C 4.821512 2.964573 4.336124 0.00 0.00 -0.01
C 3.171380 0.563537 1.976823 0.03 -0.01 -0.06
O 3.505259 -0.533523 2.372106 0.04 0.02 0.00
O 2.245322 0.736506 1.031056 -0.04 -0.37 -0.12
H 4.027834 5.143349 1.857524 0.00 0.00 0.00
H 3.134685 3.051866 0.861808 -0.01 0.01 0.00
H 4.424134 0.854867 4.287854 0.00 0.00 0.00
H 5.293411 2.958606 5.308452 0.00 0.00 0.00
F 2.876241 -2.375145 -2.695806 0.01 0.02 0.02
C 1.890532 -1.561021 -3.128830 -0.09 -0.07 0.01
C 1.146584 -0.798201 -2.239945 0.02 0.15 0.08
C 0.086208 -0.123935 -2.820856 0.04 0.05 0.02
F -0.727590 0.637426 -2.059097 0.00 -0.04 -0.05
C -0.207228 -0.145472 -4.169175 -0.02 0.01 -0.01
F -1.230151 0.561967 -4.654183 0.04 0.00 0.01
C 0.578325 -0.905055 -5.018956 -0.02 0.01 -0.02
F 0.310559 -0.953534 -6.316926 0.01 0.00 0.03
C 1.632933 -1.625665 -4.490091 0.03 -0.03 -0.01
F 2.377152 -2.392333 -5.283552 -0.02 0.02 0.01
```
Positions in Å, forces in eV/Å.

## Properties
net charge = +1
energy = -6035.2106 Ha
HOMO energy = -10.76 eV
Kohn-Sham gap = 0.243 Ha

Results of the Mulliken charge analysis, in e, for atoms 1 through 4:
1 Ti -0.577
2 Cl -0.191
3 C 0.127
4 C -0.435

# 2
DFT (ωB97M-V/def2-TZVPD) results for 2 unconnected molecules or ions with the total composition C4H8O2.

```
14
Properties=species:S:1:pos:R:3:forces:R:3
O 0.468522 1.899920 0.841190 0.17 -0.65 0.05
C 0.518646 0.700364 0.822850 0.21 0.49 0.33
C 0.216092 -0.538407 1.546390 -0.10 0.02 0.27
C 1.294761 -0.510314 0.438109 0.25 0.09 0.17
O 1.038418 -1.363940 -0.632890 0.17 0.10 -0.21
H 0.470651 -0.609361 2.598991 0.08 -0.10 -0.06
H -0.667742 -1.103702 1.255043 0.10 0.19 -0.06
H 2.339269 -0.449761 0.752352 -0.09 -0.15 0.03
H 1.421556 -0.983950 -1.435474 -0.07 -0.05 0.15
C -1.431047 0.588425 -1.248730 -0.18 0.20 -0.15
H -2.463430 0.490514 -0.910251 0.02 -0.01 -0.11
H -0.916316 -0.369165 -1.131503 -0.12 0.27 0.01
H -1.408274 0.873175 -2.300557 -0.13 -0.08 -0.02
H -0.952125 1.386617 -0.677780 -0.33 -0.32 -0.39
```
Positions in Å, forces in eV/Å.

## Properties
energy = -307.5945 Ha
structure (SMILES) = O=C1C[C@H]1O.C
HOMO energy = -9.17 eV
Kohn-Sham gap = 0.354 Ha

Results of the Mulliken charge analysis, in e, for atoms 1 through 4:
1 O -0.543
2 C 0.504
3 C -0.572
4 C -0.065

# 3
DFT (ωB97M-V/def2-TZVPD) results for a molecular structure, C21H27AlN6OS2Te4.

```
62
Properties=species:S:1:pos:R:3:forces:R:3
Al 1.905264 1.192595 0.392148 0.85 0.68 1.49
C 4.261948 -3.666065 2.861806 0.00 0.01 -0.04
C 3.216953 -2.739165 3.468150 0.00 0.00 -0.09
N 2.122130 -2.428756 2.555213 0.15 0.03 -0.49
C 2.247882 -1.552450 1.520608 0.42 0.39 0.54
S 3.446805 -0.291215 1.564253 -0.18 -0.75 -0.20
N 1.352690 -1.640899 0.541349 0.16 -0.18 0.01
N 1.398957 -0.544752 -0.227732 0.14 -0.40 -1.06
C 1.204792 -0.630682 -1.525846 -0.27 -0.37 0.63
C 0.676049 -1.875724 -2.157402 0.12 0.01 -0.09
C 1.689614 0.519854 -2.232325 0.11 1.02 -0.46
C 1.457480 0.788171 -3.594294 -0.10 -0.50 0.39
C 1.943985 1.934831 -4.162401 0.31 0.49 0.10
C 2.674129 2.845199 -3.377093 -0.23 -0.31 -0.47
C 2.859611 2.548571 -2.055529 0.13 -0.15 0.51
N 2.404587 1.420635 -1.478596 -0.37 -0.15 -0.81
H 5.040746 -3.890973 3.592350 -0.02 0.00 -0.02
H 4.731674 -3.196416 1.996150 -0.01 -0.01 0.01
H 3.812411 -4.608114 2.540220 0.01 0.00 0.02
H 3.673442 -1.798524 3.765731 -0.03 0.04 0.05
H 2.775606 -3.184244 4.358071 -0.03 -0.01 0.04
H 1.493405 -3.189950 2.341206 -0.12 0.03 0.11
H -0.128349 -2.289457 -1.549414 0.01 0.05 -0.03
H 1.458110 -2.638725 -2.212485 0.00 0.02 0.01
H 0.306735 -1.695062 -3.166041 0.01 0.00 0.04
H 0.873360 0.088183 -4.176899 0.04 0.04 -0.01
H 1.757807 2.147633 -5.207839 0.00 -0.02 0.04
H 3.072370 3.758750 -3.792700 0.01 -0.02 0.02
H 3.388900 3.223828 -1.394788 -0.04 0.01 0.06
Te 2.947886 3.169210 1.995195 -0.14 -0.96 -0.76
Te 1.612557 5.498531 3.427910 -0.75 0.41 0.63
Te -0.282640 3.792818 4.222875 0.01 0.68 0.01
Te 1.134746 1.535458 3.178758 0.50 0.04 -0.31
C -2.971130 2.788676 -2.987427 -0.02 -0.03 -0.03
C -3.109559 1.273014 -2.876311 0.04 0.13 0.02
C -2.099230 0.670242 -1.910908 -0.01 0.02 0.11
N -2.330148 1.112027 -0.539652 -0.15 -0.05 -0.29
C -1.525583 1.818484 0.235768 -0.14 -0.26 0.47
S -0.123609 2.600144 -0.321035 -0.08 0.07 -0.05
N -1.904912 1.915651 1.551630 -0.21 -0.25 -0.30
C -2.548455 0.951997 2.363576 0.21 -0.06 -0.51
O -2.975128 1.273588 3.437303 -0.16 0.17 0.26
C -2.602214 -0.472152 1.885565 0.21 0.10 0.14
C -3.755937 -1.206642 2.123879 -0.10 0.00 -0.03
C -3.803063 -2.549692 1.774053 -0.01 0.00 -0.01
C -2.687964 -3.160741 1.215823 -0.02 0.07 0.02
C -1.520171 -2.432230 1.008897 -0.18 -0.15 0.00
C -1.477903 -1.087044 1.338989 -0.06 0.01 0.00
H -3.664182 3.190068 -3.727730 0.01 -0.01 0.03
H -1.956209 3.063049 -3.283841 -0.03 0.00 0.02
H -3.180903 3.278748 -2.034588 0.03 -0.02 -0.03
H -2.946155 0.808183 -3.851874 -0.05 -0.01 0.01
H -4.123771 1.006865 -2.561719 0.02 -0.03 -0.04
H -1.092415 0.968751 -2.185876 0.12 0.06 0.02
H -2.147634 -0.422098 -1.921559 -0.03 -0.01 0.04
H -3.170560 0.756685 -0.105484 -0.02 0.01 -0.03
H -1.590605 2.740228 2.066382 0.26 0.05 0.14
H -4.606115 -0.718991 2.586246 0.03 -0.04 0.01
H -4.705266 -3.121329 1.951768 0.02 0.02 -0.01
H -2.722310 -4.211830 0.954951 0.00 0.03 0.01
H -0.634126 -2.905337 0.602961 -0.09 0.07 0.08
H -0.556360 -0.531433 1.199583 -0.23 -0.02 0.09
```
Positions in Å, forces in eV/Å.

## Properties
energy = -3331.2084 Ha
HOMO energy = -5.21 eV
Kohn-Sham gap = 0.127 Ha

Results of the Mulliken charge analysis, in e, for atoms 1 through 4:
1 Al -0.433
2 C -1.014
3 C -0.728
4 N -0.080

# 4
DFT (ωB97M-V/def2-TZVPD) results for a molecular structure, C45H36AsCl5N2PPtS.

```
92
Properties=species:S:1:pos:R:3:forces:R:3
Pt -1.898284 0.097594 -1.571628 -0.03 0.02 -0.05
C -2.197987 -1.959936 5.775351 0.01 -0.01 -0.01
C -2.271914 -1.283785 4.439520 0.00 -0.01 0.02
C -1.471948 -0.184930 4.143538 0.01 0.00 0.01
C -1.577587 0.416746 2.903851 0.01 -0.02 -0.04
N -2.407478 0.001594 1.942518 0.01 0.03 0.10
C -3.174268 -1.051364 2.228959 0.02 0.00 -0.08
C -3.141336 -1.714867 3.444422 -0.01 -0.02 -0.02
H -1.167057 -2.010753 6.125007 0.00 0.00 0.01
H -2.600367 -2.970821 5.730045 0.00 0.00 0.00
H -2.776456 -1.401491 6.513815 0.00 0.01 0.00
H -0.760560 0.191639 4.867919 0.00 0.00 0.00
H -0.952809 1.274084 2.667713 -0.02 0.01 0.00
H -3.847073 -1.380517 1.442878 -0.01 0.01 0.01
H -3.789629 -2.566427 3.608527 0.00 0.00 0.00
C 1.228698 -1.129213 -0.965831 0.02 -0.01 -0.01
C 0.755011 -1.481609 0.446506 -0.02 0.00 0.01
As 1.710182 -0.571464 1.937041 -0.01 0.02 0.01
C 3.504134 -0.875809 1.240630 0.01 0.01 0.01
C 4.171867 0.220830 0.700865 0.00 -0.01 0.00
C 5.408956 0.059786 0.087942 0.00 -0.01 0.00
C 5.986306 -1.199376 0.017820 0.00 0.00 0.00
C 5.328525 -2.296362 0.560992 0.01 0.00 0.00
C 4.091900 -2.136115 1.168342 -0.01 -0.01 -0.01
C 1.599242 -2.021015 3.234877 0.02 0.02 0.02
C 0.516768 -2.893429 3.288506 0.00 0.00 -0.01
C 0.440924 -3.861595 4.282607 0.00 0.00 -0.01
C 1.443169 -3.962896 5.235300 0.00 0.00 0.00
C 2.520126 -3.086522 5.197142 -0.01 0.00 0.01
C 2.592675 -2.117765 4.207636 0.01 -0.01 0.01
P 0.415625 0.253819 -1.853161 -0.02 -0.05 0.05
C 1.124785 1.827804 -1.303354 0.00 0.00 0.02
C 1.799971 2.692968 -2.160674 0.00 0.00 0.00
C 2.255374 3.918347 -1.694351 0.00 0.00 -0.01
C 2.042952 4.287404 -0.374053 0.00 0.00 0.01
C 1.360340 3.434159 0.482977 0.01 0.00 0.00
C 0.892386 2.217347 0.015068 -0.01 0.00 -0.01
C 1.008052 -0.020437 -3.539311 -0.01 0.01 -0.02
C 2.377511 -0.075186 -3.809460 -0.01 -0.01 0.01
C 2.821902 -0.341527 -5.093296 -0.01 0.00 -0.01
C 1.905631 -0.559317 -6.115752 0.01 0.00 0.00
C 0.545445 -0.515454 -5.853703 0.00 0.00 0.00
C 0.097232 -0.248149 -4.567018 0.01 0.00 0.00
H 1.021368 -1.975791 -1.630063 0.00 0.00 0.00
H 2.311298 -0.983125 -1.004608 0.00 0.01 -0.01
H 0.918573 -2.549616 0.596095 -0.02 -0.01 0.02
H -0.314822 -1.289803 0.568609 0.00 -0.01 -0.02
H 3.723061 1.207234 0.758236 0.00 0.01 0.00
H 5.924032 0.917839 -0.324900 0.00 0.00 0.00
H 6.952928 -1.326967 -0.451795 0.00 0.00 0.00
H 5.782710 -3.277710 0.513599 0.00 0.00 0.00
H 3.585800 -2.995282 1.594385 0.01 0.01 -0.01
H -0.286797 -2.823863 2.564504 0.00 0.00 -0.03
H -0.404066 -4.538605 4.308774 0.00 0.00 0.00
H 1.387018 -4.720811 6.005622 0.00 0.00 0.00
H 3.305042 -3.158458 5.938742 0.00 0.00 0.00
H 3.439731 -1.440610 4.185929 0.00 -0.01 0.00
H 1.964526 2.421201 -3.194734 0.00 0.01 0.00
H 2.778624 4.585278 -2.366878 0.00 0.00 0.00
H 2.406803 5.240528 -0.013043 0.00 0.00 0.00
H 1.189420 3.716657 1.514059 0.00 0.00 0.00
H 0.341971 1.564826 0.681823 -0.01 -0.01 0.01
H 3.098101 0.095683 -3.017311 0.00 -0.01 0.00
H 3.883383 -0.381510 -5.298360 0.00 0.00 0.00
H 2.256133 -0.768370 -7.117739 0.00 0.00 0.00
H -0.167820 -0.693309 -6.647387 0.00 0.00 0.00
H -0.966858 -0.228066 -4.357998 0.00 -0.01 0.00
S -2.292288 4.185680 0.178181 0.00 0.00 0.00
C -2.342324 2.496932 -0.004734 0.00 0.00 0.00
N -2.052376 2.060515 -1.197025 0.00 0.00 0.05
C -1.768235 3.094462 -2.086011 0.00 -0.01 -0.02
C -1.445218 2.965116 -3.434731 0.00 -0.01 0.00
C -1.172124 4.110875 -4.148230 0.00 0.00 0.00
C -1.222396 5.373028 -3.539775 0.00 0.00 0.00
C -1.556401 5.509305 -2.209373 0.00 0.00 0.00
C -1.833109 4.350839 -1.486126 0.00 0.00 0.00
H -2.586590 1.806386 0.797884 0.00 0.01 -0.01
H -1.416711 1.987468 -3.896927 -0.01 0.01 0.00
H -0.919579 4.037400 -5.197426 0.00 0.00 0.00
H -1.004328 6.255195 -4.126082 0.00 0.00 0.00
H -1.606107 6.483399 -1.742275 0.00 0.00 0.00
Cl -2.129732 -2.266351 -1.835864 0.01 -0.02 0.01
C -3.790691 -1.810187 -1.367628 0.01 -0.02 -0.01
C -3.865519 -0.441714 -1.260102 0.00 0.00 0.01
C -5.112506 0.053918 -0.914232 0.02 0.02 -0.01
Cl -5.365809 1.760798 -0.795838 0.02 0.00 0.00
C -6.185937 -0.811981 -0.665892 -0.01 -0.01 0.00
Cl -7.717703 -0.179837 -0.224997 0.00 0.00 0.00
C -6.026466 -2.198877 -0.772683 0.00 0.00 0.00
Cl -7.336064 -3.259156 -0.463613 0.00 0.00 0.00
C -4.789302 -2.728608 -1.142779 0.00 0.00 0.00
Cl -4.503581 -4.407955 -1.305978 0.00 0.00 0.00
```
Positions in Å, forces in eV/Å.

## Properties
net charge = +1
energy = -7241.3644 Ha
HOMO energy = -10.54 eV
Kohn-Sham gap = 0.300 Ha

Results of the Mulliken charge analysis, in e, for atoms 1 through 4:
1 Pt 1.245
2 C -1.662
3 C 0.804
4 C -0.305